Record 1
Computed, not measured: one molecule with the formula C21H21FN4O, with wB97M-V/def2-TZVPD.

The geometry in ORCA input format:
```
! RIJCOSX wB97M-V def2-TZVPD def2/J DEFGRID3
* xyz 0 1
C 1.258 3.322 -3.238
N 0.849 2.037 -2.577
C 1.680 1.451 -1.487
C 1.198 -0.004 -0.927
N 2.165 -0.840 -0.628
C 1.798 -2.025 -0.214
C 2.867 -2.782 0.319
C 3.396 -3.883 -0.432
C 4.391 -4.731 0.006
F 4.630 -5.944 -0.561
C 4.997 -4.408 1.290
C 4.501 -3.321 2.035
C 3.421 -2.518 1.664
C 3.060 -1.396 2.651
C 0.442 -2.354 -0.018
C -0.559 -1.458 -0.211
C -1.855 -1.688 0.024
N -2.854 -0.695 -0.079
C -2.451 0.561 -0.343
N -3.624 1.346 -0.427
C -3.670 2.658 0.003
O -2.664 3.310 0.310
C -5.112 3.270 0.237
C -5.424 3.790 1.608
C -6.234 2.596 1.023
C -1.135 0.880 -0.594
C -0.190 -0.140 -0.585
H 2.291 3.312 -3.514
H 0.706 3.532 -4.119
H 1.087 4.148 -2.485
H 0.610 1.375 -3.332
H 2.690 1.182 -1.915
H 1.858 2.149 -0.729
H 2.957 -4.149 -1.367
H 5.711 -5.137 1.665
H 4.925 -3.091 3.058
H 3.879 -0.622 2.716
H 2.183 -0.947 2.315
H 2.938 -1.872 3.582
H 0.241 -3.341 0.414
H -2.122 -2.719 0.494
H -4.475 0.746 -0.580
H -5.346 4.045 -0.533
H -4.883 3.439 2.422
H -5.938 4.708 1.640
H -7.141 2.620 0.629
H -6.143 1.669 1.693
H -0.912 1.918 -0.901
*
```

Computed properties:
SMILES = CNCc1nc(-c2cc(F)ccc2C)cc2cnc(NC(=O)C3CC3)cc12
frontier orbital gap = 7.79 eV
energy relative to the best compared isomer or geometry (same formula, charge and spin) = 112.4 kcal per mole

Record 2
Computed, not measured: C13H27GeNO3STc as an isolated structure, with wB97M-V/def2-TZVPD.

The geometry in ORCA input format:
```
! RIJCOSX wB97M-V def2-TZVPD def2/J DEFGRID3
* xyz 3 1
Tc 0.369 1.419 1.231
C -1.067 5.137 3.048
C -1.702 3.954 2.354
C -2.309 2.988 3.332
C -2.643 4.331 1.234
O -0.463 3.243 1.593
Ge 0.463 4.420 0.437
O 1.354 2.781 0.127
C 2.602 2.634 -0.767
C 3.784 2.352 0.132
C 2.301 1.503 -1.722
C 2.735 3.967 -1.477
O -0.229 0.385 0.172
C -1.662 -7.363 -3.373
C -1.298 -6.981 -4.732
C -3.045 -7.231 -2.928
C -0.691 -8.051 -2.530
H -1.853 5.668 3.589
H -0.641 5.875 2.361
H -0.316 4.829 3.775
H -3.116 3.523 3.835
H -1.599 2.684 4.097
H -2.733 2.109 2.851
H -3.505 4.842 1.668
H -3.009 3.454 0.701
H -2.200 5.037 0.524
H 3.778 1.325 0.503
H 3.846 3.056 0.963
H 4.700 2.453 -0.451
H 2.148 0.561 -1.193
H 3.158 1.366 -2.382
H 1.430 1.720 -2.341
H 2.976 4.782 -0.788
H 1.837 4.214 -2.052
H 3.558 3.906 -2.189
H -1.930 -6.202 -5.151
H -1.503 -7.894 -5.323
H -0.237 -6.777 -4.856
H -3.589 -6.436 -3.432
H -3.151 -7.201 -1.846
H -3.509 -8.180 -3.258
H 0.338 -7.772 -2.746
H -0.781 -9.113 -2.826
H -0.927 -8.009 -1.470
S 2.166 0.548 2.399
C 0.668 0.443 3.132
N -0.488 0.706 3.136
*
```

Computed properties:
frontier orbital gap = 8.79 eV
energy relative to the best compared isomer or geometry (same formula, charge and spin) = 0.0 kcal per mole

Record 3
Computed, not measured: one molecule with the formula C21H35N3O, with wB97M-V/def2-TZVPD.

The geometry in ORCA input format:
```
! RIJCOSX wB97M-V def2-TZVPD def2/J DEFGRID3
* xyz 0 1
C -4.491 -2.785 -0.450
C -3.831 -3.065 0.896
C -2.991 -1.869 1.336
C -1.932 -1.547 0.275
N -1.043 -0.486 0.754
C -0.606 0.591 -0.022
N 0.585 0.911 -0.321
C 1.795 0.152 -0.120
C 1.724 -1.300 -0.623
C 3.088 -1.973 -0.471
C 4.134 -1.226 -1.295
C 4.226 0.216 -0.798
C 4.644 0.225 0.671
C 3.598 -0.523 1.494
C 3.498 -1.966 1.002
C 2.240 0.163 1.352
C 2.865 0.889 -0.945
N -1.630 1.412 -0.473
C -2.643 1.830 0.479
C -2.172 3.078 1.239
O -1.849 4.129 0.360
C -0.834 3.736 -0.544
C -1.263 2.508 -1.350
C -2.608 -1.242 -1.058
C -3.437 -2.445 -1.500
H -5.067 -3.656 -0.769
H -5.181 -1.945 -0.347
H -3.190 -3.946 0.810
H -4.592 -3.278 1.649
H -2.501 -2.081 2.289
H -3.639 -1.003 1.477
H -1.326 -2.458 0.126
H -0.278 -0.877 1.286
H 0.982 -1.873 -0.064
H 1.416 -1.296 -1.672
H 3.016 -3.009 -0.824
H 3.855 -1.239 -2.351
H 5.105 -1.719 -1.198
H 4.967 0.761 -1.394
H 5.620 -0.253 0.786
H 4.730 1.254 1.026
H 3.892 -0.518 2.551
H 2.763 -2.515 1.597
H 4.462 -2.466 1.120
H 1.506 -0.345 1.983
H 2.301 1.199 1.692
H 2.910 1.925 -0.607
H 2.555 0.897 -1.991
H -2.834 1.024 1.184
H -3.557 2.068 -0.075
H -2.961 3.457 1.892
H -1.291 2.812 1.846
H -0.660 4.594 -1.195
H 0.087 3.491 0.003
H -0.444 2.179 -1.987
H -2.142 2.753 -1.955
H -1.850 -1.008 -1.808
H -3.258 -0.374 -0.956
H -2.783 -3.307 -1.649
H -3.920 -2.224 -2.454
*
```

Computed properties:
SMILES = C1CCC(N/C(=N\[C@]23C[C@H]4C[C@H](C[C@H](C4)C2)C3)N2CCOCC2)CC1
frontier orbital gap = 8.70 eV

Record 4
Computed, not measured: C3H5KLiO2 as an isolated structure, with wB97M-V/def2-TZVPD.

The geometry in ORCA input format:
```
! RIJCOSX wB97M-V def2-TZVPD def2/J DEFGRID3
* xyz 1 1
C 1.894 0.741 -0.195
C 1.220 0.954 -1.366
H 1.957 1.522 0.555
H 2.579 -0.095 -0.103
H 0.936 1.960 -1.660
H -1.397 -0.229 -0.686
H 1.304 0.246 -2.185
O -2.157 -0.538 -0.093
C -1.637 -0.769 1.068
O -0.807 -0.668 1.864
Li 0.840 -1.619 2.632
K -4.732 -1.504 0.168
*
```

Computed properties:
frontier orbital gap (alpha / beta) = 4.62 / 4.62 eV

Record 5
Computed, not measured: one molecule with the formula C2H6OS, with wB97M-V/def2-TZVPD.

The geometry in ORCA input format:
```
! RIJCOSX wB97M-V def2-TZVPD def2/J DEFGRID3
* xyz 0 1
O -2.311 0.279 -0.066
C -0.912 0.576 -0.383
C 0.024 -0.193 0.635
S 1.646 -0.239 -0.057
H -2.714 -0.222 -0.729
H -0.782 1.592 -0.195
H -0.701 0.410 -1.441
H -0.388 -1.257 0.881
H 0.033 0.328 1.613
H 2.026 -1.551 -0.201
*
```

Computed properties:
SMILES = OCCS
frontier orbital gap = 9.91 eV
energy relative to the best compared isomer or geometry (same formula, charge and spin) = 8.8 kcal per mole

Record 6
Computed, not measured: a 2-piece molecular cluster, C2H8S3 overall, with wB97M-V/def2-TZVPD.

The geometry in ORCA input format:
```
! RIJCOSX wB97M-V def2-TZVPD def2/J DEFGRID3
* xyz 0 1
C -1.272 4.029 -2.474
S -2.833 3.677 -1.608
S -3.377 1.837 -2.225
H -1.286 5.085 -2.757
H -1.269 3.456 -3.394
H -0.439 3.955 -1.784
H -2.656 1.065 -1.409
C 3.295 -4.199 3.434
S 4.867 -5.137 3.229
H 2.543 -4.980 3.482
H 3.427 -3.541 4.280
H 3.077 -3.674 2.541
H 5.499 -4.476 2.252
*
```

Computed properties:
SMILES = CSS.CS
frontier orbital gap = 9.73 eV
energy relative to the best compared isomer or geometry (same formula, charge and spin) = 10.3 kcal per mole

Record 7
Computed, not measured: C28H12BrF5N4O5SV as an isolated structure, with wB97M-V/def2-TZVPD.

The geometry in ORCA input format:
```
! RIJCOSX wB97M-V def2-TZVPD def2/J DEFGRID3
* xyz -1 3
V -0.167 -0.179 0.063
Br 1.824 4.650 8.313
C 0.596 5.107 6.949
C 1.015 5.104 5.625
C 0.110 5.430 4.630
C -1.199 5.761 4.958
C -1.591 5.805 6.286
C -0.699 5.456 7.290
N -2.140 6.228 3.960
N -2.418 5.567 2.953
C -1.991 4.204 2.764
C -2.135 3.205 3.698
C -1.815 1.859 3.418
C -1.329 1.521 2.174
O -0.988 0.320 1.779
C -1.188 2.539 1.205
N -0.695 2.086 0.025
C -0.565 2.952 -0.954
C -0.911 4.314 -0.810
C -1.388 4.776 0.381
C -1.540 3.866 1.456
H 2.033 4.844 5.375
H 0.421 5.422 3.593
H -2.601 6.109 6.528
H -1.005 5.468 8.326
H -2.522 3.455 4.677
H -1.947 1.089 4.166
H -0.169 2.565 -1.883
H -0.789 4.976 -1.656
H -1.658 5.815 0.515
O 2.464 -4.373 -5.087
C 2.048 -4.849 -4.013
O 2.016 -6.019 -3.586
C 1.513 -3.792 -3.013
C 1.017 -4.156 -1.772
C 0.539 -3.196 -0.897
N 0.539 -1.886 -1.174
C 0.983 -1.544 -2.408
C 1.472 -2.435 -3.330
C 0.831 -0.087 -2.689
O 1.092 0.436 -3.740
O 0.324 0.558 -1.629
H 1.002 -5.205 -1.506
H 0.110 -3.480 0.049
H 1.811 -2.094 -4.298
F 2.959 -7.034 2.171
C 2.323 -5.861 2.094
C 0.941 -5.819 2.035
F 0.242 -6.961 2.051
C 0.293 -4.598 1.965
F -1.046 -4.621 1.894
C 0.977 -3.387 1.956
S 0.123 -1.833 2.004
C 2.366 -3.470 2.011
F 3.109 -2.356 1.996
C 3.040 -4.678 2.079
F 4.376 -4.713 2.139
*
```

Computed properties:
frontier orbital gap (alpha / beta) = 6.51 / 6.55 eV
⟨S²⟩ = 2.03
energy relative to the best compared isomer or geometry (same formula, charge and spin) = 38.7 kcal per mole

The records above yield E_tot values of -32839.81830, -91073.98800, -28863.96793, -23807.94073, -15053.04828, -34708.95242, -165583.73985 eV, respectively.
The records above yield maximum force values of 0.11543, 0.01332, 0.01054, 0.22781, 0.05582, 0.02830, 0.01342 Eh/bohr, respectively.